[1]
A molecular structure, C21H11CoI3N3O5. Source: the Open Molecules 2025 dataset; level of theory: ωB97M-V/def2-TZVPD.

XYZ file:
```
44
Properties=species:S:1:pos:R:3:forces:R:3
I -5.76163 3.96098 -0.11413 0.03 -0.01 0.00
I -0.00261 5.52192 -0.13262 0.03 0.03 0.00
I -1.21285 -2.17585 -2.89757 -0.01 0.06 0.04
Co 0.36613 0.19957 -0.03672 0.10 0.10 -0.10
O 2.35112 0.75766 -3.46330 -0.05 0.00 -0.02
O 2.26390 -0.24625 3.42638 -0.03 -0.03 0.05
O 0.61968 -0.20914 1.88099 0.10 0.05 0.09
O 0.66033 0.41710 -2.00669 -0.05 0.01 0.01
O 0.24403 2.33134 0.10695 0.07 -0.02 0.03
N 0.50229 -2.30566 -0.48493 -0.06 -0.02 0.03
N 2.22189 0.29506 -0.01570 -0.12 -0.04 0.00
N -1.59232 0.37826 0.08120 0.07 0.22 -0.01
C -0.21332 -4.87297 0.30440 -0.03 -0.04 0.02
C -2.01975 1.66980 0.01878 0.02 0.15 0.02
C 1.83009 -0.08496 2.29562 0.10 0.05 -0.17
C -2.45871 -0.58811 0.23656 -0.25 -0.18 -0.02
C 1.08454 -2.89954 0.55990 0.07 -0.04 0.16
C 0.76672 -4.17569 0.99221 0.03 0.10 -0.05
C 2.81234 0.25930 1.16727 0.01 -0.03 0.19
C -1.42621 4.00747 -0.09267 -0.09 -0.05 0.00
C -0.39055 -3.00411 -1.15729 -0.12 -0.20 -0.14
C -3.75422 3.36280 -0.07349 -0.10 -0.04 0.00
C 4.16736 0.51486 1.26278 0.02 -0.01 -0.01
C 1.88045 0.59629 -2.34529 0.14 0.02 0.08
C 4.85683 0.81433 0.08981 0.00 0.00 0.04
C -0.95850 2.68229 0.00818 -0.31 -0.10 -0.02
C 4.19583 0.85208 -1.13287 -0.01 -0.02 -0.03
C 2.83784 0.58484 -1.14749 0.03 0.02 -0.15
C -4.30567 0.92087 0.15273 -0.04 0.22 -0.02
C -3.39625 1.99787 0.02467 0.04 -0.09 0.00
C -2.78387 4.33015 -0.13708 0.16 0.01 0.00
C -0.80195 -4.28632 -0.80051 0.04 0.03 -0.03
C -3.84468 -0.35235 0.28096 0.21 -0.23 0.00
H -0.51444 -5.86481 0.61922 0.01 0.01 -0.01
H 1.83229 -2.31597 1.07839 -0.03 0.00 0.03
H 4.69450 1.08881 -2.06224 0.00 0.00 0.01
H -2.05942 -1.59052 0.32683 -0.02 0.01 -0.01
H -4.52394 -1.18584 0.39868 0.02 0.00 0.01
H -3.07281 5.37011 -0.21206 0.03 0.01 0.00
H 5.91785 1.02947 0.13250 -0.01 -0.01 0.00
H -1.55395 -4.79719 -1.38359 0.01 0.00 0.00
H 4.64355 0.48371 2.23276 0.01 0.01 -0.01
H -5.36912 1.12226 0.16462 0.01 0.02 0.00
H 1.26723 -4.59392 1.85384 0.00 0.00 0.00
```
Forces are in eV/Å.

As for the expectation value of S²: 0.755. As for the calculated total energy: -3623.391536 Eh. For the relative energy (zero: lowest compared OMol25 entry of this formula, charge and spin), the calculation gives 0.0 kcal/mol. The calculation puts the maximum force at 0.325 eV/A. The calculation puts the orbital gap (spin up / spin down) at 0.248 / 0.247 Ha. The multiplicity is 2. The total charge is -1.

=====

[2]
A gas-phase ion, C21H12F4N3 (charge +1) in a non-equilibrium geometry. Source: the Open Molecules 2025 dataset; level of theory: ωB97M-V/def2-TZVPD.

XYZ file:
```
40
Properties=species:S:1:pos:R:3:forces:R:3
F -5.50278 -1.22867 -1.67166 1.50 1.00 -0.21
F -3.96602 3.27044 -1.79480 0.39 -1.53 -0.22
F 2.42293 3.26843 -1.56436 -0.14 -1.57 -0.18
F 3.92295 -1.24905 -1.55661 -1.34 1.25 -0.26
N 5.10842 -2.26806 3.95799 -4.14 1.69 -1.48
N -3.01555 -0.83466 1.66703 10.59 2.14 -1.55
N -1.86674 -0.57116 1.47377 -11.67 -1.83 0.95
C 1.68353 -2.16117 2.97705 -0.47 -0.13 -0.17
C -4.80396 1.04657 -1.69274 2.48 -0.91 -0.58
C -3.70110 1.92095 -1.76848 -1.30 0.62 0.10
C -2.38144 1.51236 -1.72672 0.90 -0.26 0.70
C 0.42767 -0.39533 1.81250 1.97 -1.13 0.32
C 1.57191 -0.79274 -1.52288 0.15 0.67 0.11
C 0.51280 0.15693 -1.39707 1.50 0.06 0.68
C 0.81508 1.52691 -1.49394 0.66 -0.19 0.20
C 4.06709 -1.84330 3.56723 3.98 -1.63 1.26
C 2.89993 -0.32310 -1.58885 -0.30 -1.41 0.34
C -2.07978 0.15173 -1.45530 -1.84 0.46 0.34
C 2.70360 0.00173 2.62868 -0.11 0.28 -0.28
C 3.21129 1.02321 -1.56984 0.80 0.25 -0.58
C -4.45715 -0.32375 -1.69355 -1.81 0.47 0.27
C -3.15967 -0.78166 -1.58367 1.18 -0.29 0.53
C -0.67523 -0.09058 0.83273 -0.41 3.90 -0.41
C -0.79894 -0.34018 -0.81053 0.81 -1.16 -1.51
C 0.48144 -1.68490 2.40719 0.55 -0.06 -0.34
C 2.16586 1.91639 -1.58160 -1.13 1.08 0.27
C 2.82921 -1.34298 3.03225 -1.26 0.44 -0.12
C 1.51715 0.49687 2.05005 -0.34 -0.55 -0.47
H -1.58573 2.26424 -1.84026 -0.92 -0.41 0.29
H -0.40826 -2.35593 2.39208 0.89 0.44 -0.18
H 4.24487 1.37826 -1.65823 -0.45 -0.23 0.22
H 3.58523 0.65055 2.70672 -0.54 -0.18 0.08
H -5.79874 1.39651 -1.77325 -0.82 0.21 0.10
H 1.73982 -3.20987 3.31663 -0.08 0.77 -0.06
H 0.04185 2.29208 -1.46252 0.65 -0.17 0.21
H -0.80413 1.11553 0.83223 -0.10 -2.54 0.27
H -2.95946 -1.87410 -1.57423 -0.26 0.86 0.23
H 1.37172 -1.87186 -1.55666 0.16 0.53 0.26
H 1.43136 1.56285 1.74806 0.26 -0.93 0.06
H -0.79104 -1.40947 -1.06447 0.01 -0.01 0.82
```
Forces are in eV/Å.

As for the calculated total energy: -1370.776250 Eh. For the relative energy (zero: lowest compared OMol25 entry of this formula, charge and spin), the calculation gives 50.5 kcal/mol. The calculation puts the maximum force at 11.850 eV/A. The calculation puts the orbital gap at 0.244 Ha. The total charge is +1.

=====

[3]
2 unconnected molecules or ions with the total composition C21H14Br2F3O2S in a non-equilibrium geometry. Source: the Open Molecules 2025 dataset; level of theory: ωB97M-V/def2-TZVPD.

XYZ file:
```
43
Properties=species:S:1:pos:R:3:forces:R:3
Br 6.77135 1.53116 0.22299 -0.10 -0.01 0.02
Br 3.12931 5.97420 -0.08696 -0.01 -0.13 0.00
S 1.80883 -2.40458 -1.08923 1.55 1.35 -0.92
F -3.56120 -4.02014 -1.39129 0.32 -0.79 -0.28
F -2.34520 -5.15084 -2.83852 -0.50 0.04 0.78
F -3.21877 -6.17621 -1.09809 0.11 0.74 -0.43
O -3.85170 2.54584 -0.07441 -0.14 0.46 0.53
O 5.77906 4.43698 0.09450 -1.07 -0.95 -0.02
C -1.64317 2.68651 0.96635 -0.87 -0.15 -0.51
C -0.38310 -3.94458 -1.28920 0.20 0.09 0.72
C -0.32971 2.25700 0.95223 0.46 -0.55 -0.60
C -1.31736 -5.10839 0.62269 0.12 -0.01 0.33
C 0.12495 1.25207 0.05221 -1.80 0.69 0.37
C -2.62276 -5.01677 -1.50764 0.29 0.12 0.07
C -1.39058 -4.69028 -0.70510 -0.11 -0.31 0.02
C 4.99923 2.16387 0.14505 -1.22 0.35 -0.03
C 2.37809 3.22415 -0.00217 0.42 1.19 0.22
C 0.72460 -3.51833 -0.49910 -1.14 -1.29 0.48
C -4.32652 3.58469 0.81894 0.32 -0.61 -0.51
C 3.92943 1.32233 0.13491 0.93 -0.04 -0.18
C 2.56781 1.79589 0.06058 -1.01 -0.73 -0.07
C -0.85087 0.63005 -0.78353 0.98 0.11 0.23
C 4.82747 3.65039 0.08760 0.93 0.63 0.07
C -2.56252 2.13371 0.03918 0.90 -0.04 0.18
C 0.85870 -4.05922 0.81289 -0.60 0.06 -0.37
C 3.41437 4.11140 0.01644 -0.21 -1.39 0.00
C -2.14171 1.09573 -0.83462 -0.66 0.70 0.62
C 1.50192 0.88964 -0.02820 2.00 0.99 -0.01
C -0.16777 -4.80261 1.37178 -0.37 -0.16 -0.27
H 1.75951 -3.81960 1.37193 -0.19 0.02 -0.06
H -4.24678 3.27263 1.87030 -0.02 0.04 -0.28
H -1.95596 3.46287 1.66988 0.14 -0.34 -0.27
H 4.09987 0.24687 0.18291 -0.12 0.17 -0.05
H -0.45066 -3.63896 -2.32801 0.07 0.07 0.17
H 0.37710 2.70875 1.64617 -0.15 -0.20 -0.08
H -2.87465 0.68662 -1.52633 0.16 -0.01 0.17
H -5.37318 3.71025 0.53969 0.15 0.07 0.14
H -3.77598 4.52411 0.66595 -0.11 -0.25 0.00
H 1.73495 -0.15434 -0.24153 0.00 -0.13 0.15
H -0.52685 -0.19638 -1.42211 -0.08 0.23 0.15
H 1.37091 3.62562 -0.06044 0.18 -0.13 -0.18
H -2.13872 -5.67367 1.05623 0.20 0.08 -0.03
H -0.10178 -5.14846 2.40507 0.04 0.04 -0.26
```
Forces are in eV/Å.

As for the calculated total energy: -6804.989236 Eh. The calculation puts the maximum force at 2.251 eV/A. The calculation puts the orbital gap at 0.178 Ha. The total charge is -1.